ORCA calculation (the ωB97M-V functional and the def2-TZVPD basis) on a 2-piece molecular cluster, C22H38BBr2N6O2S2 overall in a non-equilibrium geometry.

Element x y z (Å)
C -5.435407 -4.065277 -1.750352
C -4.422448 -3.600695 -0.634598
Br -3.611067 -5.035478 0.399009
C -4.160361 -2.278242 -0.427882
Br -5.172676 -1.050607 -1.575478
C -3.153642 -1.817677 0.676257
C -3.979457 -2.027135 2.000212
C -3.444109 -2.674107 3.220911
C -4.361421 -2.798912 4.333922
N -5.641969 -2.403602 4.455541
C -6.173516 -1.828809 3.349095
C -5.378932 -1.636212 2.155983
N -1.822047 -2.464717 0.725381
C -0.765790 -1.513765 0.758364
N 0.425692 -1.713887 0.266211
S 0.718429 -3.306440 -0.427151
B 1.480596 -0.618180 0.295117
O 2.388663 -0.406729 1.332421
N 1.569696 0.256414 -0.879466
C 2.727270 1.201879 -0.734910
C 1.944317 -0.585023 -2.070311
N -1.324589 -0.348441 1.384897
C -1.278788 -0.260460 2.871595
C 0.031080 0.533707 3.348222
C 0.976354 -0.480609 4.131137
S 2.626407 0.252420 4.542667
C -2.673697 -0.296412 0.740936
C -2.347597 0.465751 -0.626218
C -3.353920 1.659677 -0.752370
N -2.955706 2.869633 -0.883000
H -5.241941 -3.575330 -2.730721
H -5.271020 -5.165398 -1.912092
H -6.456673 -3.863407 -1.337205
H -2.385206 -3.022183 3.264939
H -3.935237 -3.305496 5.238383
H -7.238405 -1.495196 3.332322
H -5.883642 -1.168224 1.273778
H -1.739856 -3.299417 1.305882
H -0.353355 -3.575567 -1.253992
H 2.709582 -1.295830 1.592780
H 2.651056 1.859178 0.159645
H 2.765185 1.843583 -1.655877
H 3.683863 0.603808 -0.745240
H 1.072929 -1.203267 -2.421327
H 2.326223 0.033069 -2.915043
H 2.759086 -1.328475 -1.818675
H -1.134394 -1.300662 3.281541
H -2.144802 0.272455 3.320601
H 0.584865 0.999366 2.501081
H -0.220122 1.323773 4.106255
H 0.498041 -0.751870 5.111440
H 1.170125 -1.417514 3.546190
H 3.512091 -0.581281 3.891473
H -3.339771 0.278095 1.425966
H -2.343451 -0.201837 -1.522741
H -1.335297 0.945829 -0.573252
H -4.468067 1.503119 -0.737442
H -3.809677 3.442366 -0.963460
C 6.464061 5.266825 -2.285175
C 6.567476 3.754591 -2.368348
O 5.380929 3.126559 -2.835678
C 4.946092 3.495517 -4.135994
C 5.957189 3.192889 -5.227523
H 5.632967 5.558551 -1.639111
H 7.386460 5.687879 -1.880542
H 6.292155 5.718838 -3.263171
H 6.749878 3.356251 -1.368170
H 7.422386 3.450607 -2.981481
H 4.652648 4.550121 -4.152153
H 4.036331 2.921212 -4.329128
H 6.884463 3.751487 -5.090774
H 5.550697 3.456271 -6.205863
H 6.212777 2.130651 -5.228238

Forces on the atoms, in the same order (eV/Å):
C 0.97 -0.92 1.11
C -0.60 1.13 -1.35
Br -0.52 0.85 -0.58
C 0.94 -1.71 -0.43
Br 0.81 -0.62 1.01
C -0.98 1.28 1.77
C -1.02 -1.27 3.49
C -2.23 1.38 -1.57
C 1.66 -0.54 0.17
N 0.44 0.28 -1.68
C 1.84 -0.04 -1.17
C 0.54 -0.02 -0.50
N 0.52 0.20 -1.14
C -3.27 -0.31 2.23
N -1.61 -0.79 0.35
S 0.73 -0.61 -0.02
B 1.38 2.65 -1.24
O -1.07 -2.03 -1.00
N 1.48 -1.22 0.84
C 0.29 0.43 -0.74
C -0.65 -1.08 -0.46
N 0.33 0.17 -0.89
C 2.45 0.00 0.83
C 0.31 -0.89 0.85
C -0.07 0.03 -0.30
S 0.17 -0.31 -0.18
C 0.88 0.76 -0.77
C -1.12 1.00 0.20
C -0.06 0.39 -0.55
N -0.50 -1.10 0.06
H -0.26 -0.08 0.93
H -0.46 1.03 0.26
H 0.75 -0.24 -0.73
H -1.22 0.15 0.29
H -0.52 0.54 -0.82
H 1.07 -0.39 0.27
H 0.42 -0.44 0.91
H 0.26 -0.10 -0.77
H 0.26 0.95 0.63
H -0.14 0.73 0.56
H 0.05 -0.68 -0.63
H -0.13 -0.46 0.93
H -0.77 0.76 0.33
H 0.74 0.77 0.21
H -0.51 -0.26 0.75
H -0.58 0.80 -0.24
H -0.71 1.04 -0.08
H 0.22 -0.78 -0.89
H -0.57 -0.33 0.62
H 0.05 -0.55 -0.96
H 0.42 0.12 -1.01
H -0.36 0.77 0.51
H -0.94 0.43 0.34
H 0.46 -0.30 -0.84
H -0.34 0.47 0.68
H -0.92 -0.53 0.14
H 1.15 -0.55 0.13
H 0.61 0.08 0.11
C -0.10 0.07 -0.08
C 0.07 0.09 -0.01
O -0.17 -0.21 0.15
C 0.04 0.04 -0.09
C 0.15 -0.02 0.03
H 0.06 -0.03 0.01
H -0.05 -0.04 0.00
H 0.10 0.01 0.00
H -0.15 -0.11 -0.07
H -0.01 0.07 -0.04
H 0.07 0.03 -0.04
H 0.04 -0.02 0.18
H -0.06 0.05 -0.06
H -0.01 -0.02 0.05
H -0.05 0.04 -0.02

The charge is +1. As for the electronic energy: -7309.0133 a.u. The value obtained for the lowest unoccupied orbital energy is -0.1417 Eh. Its HOMO-LUMO gap is 7.47 eV.


ORCA calculation (the ωB97M-V functional and the def2-TZVPD basis) on a 2-piece molecular cluster, CH3N2O3S overall in a non-equilibrium geometry.

Element x y z (Å)
C -3.188247 -0.255975 -0.225183
N -2.142208 -0.387421 0.076039
N 2.087779 -0.202103 0.143291
O 0.215959 1.046884 -1.202145
O 0.297668 1.106593 1.273928
O 0.969187 -1.063764 0.093094
S 0.360313 0.416757 0.051046
H -4.209608 -0.079218 -0.511119
H 2.793201 -0.304572 0.897192
H 2.815955 -0.277182 -0.596143

Forces on the atoms, in the same order (eV/Å):
C -6.99 1.06 -1.97
N 6.33 -1.09 1.91
N 4.56 1.04 -0.61
O 1.34 3.20 -3.47
O 0.85 3.88 4.01
O 1.44 -2.24 0.04
S -4.50 -5.27 -0.08
H 0.21 -0.15 0.06
H -1.66 -0.16 1.10
H -1.58 -0.28 -0.98

Its spin multiplicity is 3. The charge is +1. As for the expectation value of S²: 2.017. As for the electronic energy: -772.6730 a.u. The value obtained for the lowest unoccupied orbital energy (alpha / beta) is -0.1458 / -0.4040 Eh. Its HOMO-LUMO gap (alpha / beta) is 9.31 / 6.04 eV.


ORCA calculation (the ωB97M-V functional and the def2-TZVPD basis) on C34H22Br2ClN4O3STi as an isolated structure in a non-equilibrium geometry.

Element x y z (Å)
Ti 0.297362 0.502082 -0.645026
C 0.297895 -2.690208 1.255435
C 0.605040 -1.436125 2.001129
C 0.742099 -1.525328 3.404250
C 1.133585 -0.451149 4.140508
C 1.424454 0.762252 3.483535
C 1.924510 1.922191 4.111129
Br 2.230541 1.925622 5.986363
C 2.209662 3.052970 3.396781
C 1.999750 3.070217 2.018289
Br 2.369681 4.625341 1.007291
C 1.516333 1.968384 1.321122
O 1.393110 1.947194 0.025473
C 1.217738 0.792859 2.083242
N 0.794201 -0.292566 1.363035
H 1.069815 -3.433161 1.470251
H 0.248253 -2.510982 0.191869
H -0.656233 -3.100599 1.581897
H 0.545471 -2.476639 3.880175
H 1.248701 -0.519456 5.213168
H 2.608206 3.926841 3.891993
S -2.625149 -2.870303 -0.983057
C -3.316767 -2.082702 0.422728
C -4.589212 -2.475607 0.858757
C -5.117629 -1.882118 1.985760
C -4.361461 -0.930656 2.661736
C -3.114687 -0.617380 2.158897
N -2.595321 -1.171434 1.062236
H -5.128571 -3.230167 0.303551
H -6.106921 -2.150477 2.333900
H -4.730091 -0.456249 3.560753
H -2.488348 0.119487 2.653029
Cl -1.958086 7.099741 -1.385363
C -1.648847 5.433382 -1.010839
C -1.988277 4.947848 0.252660
C -1.815609 3.605964 0.531065
C -1.252020 2.740791 -0.404637
O -1.117666 1.441537 -0.147298
C -0.808980 3.266639 -1.657767
C -0.075337 2.464883 -2.567132
O 0.359725 1.273858 -2.311180
C -1.081736 4.618264 -1.955669
H -2.389538 5.616734 1.000717
H -2.124240 3.205035 1.488770
H 0.176692 2.882600 -3.541196
H -0.811052 5.014244 -2.926051
C 4.590943 -0.776289 -1.039996
C 3.442590 -0.102694 -0.607825
N 2.230112 -0.455098 -0.975166
C 2.079804 -1.504449 -1.820121
C 3.180179 -2.233202 -2.328908
C 4.460534 -1.837653 -1.897536
C 2.948456 -3.270930 -3.261361
C 1.684933 -3.485992 -3.730483
C 0.575814 -2.757886 -3.250110
C -0.730000 -2.817722 -3.860608
C -1.733708 -2.092331 -3.359791
C -1.598709 -1.438876 -2.048259
N -0.277637 -1.144153 -1.630064
C 0.744967 -1.821188 -2.225732
H 5.559886 -0.437530 -0.702244
H 3.528250 0.751114 0.052555
H 5.334052 -2.361211 -2.266673
H 3.785069 -3.852006 -3.627325
H 1.525555 -4.218047 -4.513663
H -0.846615 -3.392412 -4.771559
H -2.709428 -2.061201 -3.824579
H -2.286091 -0.613895 -1.876835

Forces on the atoms, in the same order (eV/Å):
Ti 0.75 -1.32 0.12
C -0.03 0.05 -0.01
C 0.03 0.09 -0.19
C 0.08 0.06 0.22
C -0.05 -0.14 -0.07
C -0.06 0.10 -0.34
C 0.04 0.12 0.16
Br 0.00 0.02 -0.05
C -0.02 -0.08 0.20
C -0.19 -0.07 -0.54
Br 0.02 -0.05 0.16
C 0.35 0.32 0.61
O 0.62 0.27 0.32
C 0.23 0.34 0.40
N -0.21 -0.28 0.87
H 0.01 0.02 -0.02
H -0.08 -0.06 -0.13
H -0.06 -0.01 -0.02
H -0.01 -0.01 -0.02
H -0.01 -0.01 0.01
H -0.03 0.02 -0.01
S 0.49 0.08 -0.33
C -0.04 -0.03 0.05
C 0.00 0.03 -0.06
C 0.07 -0.05 -0.01
C -0.07 -0.03 0.08
C 0.06 0.15 -0.06
N 0.23 0.17 0.10
H -0.06 0.05 -0.02
H 0.01 -0.03 0.02
H 0.01 0.04 -0.02
H 0.00 0.01 -0.01
Cl 0.01 0.12 -0.02
C 0.01 -0.09 -0.05
C 0.00 -0.12 -0.02
C -0.04 -0.13 0.11
C -0.17 0.78 -0.48
O -1.65 0.91 0.66
C -0.24 -0.28 0.50
C 0.15 0.12 -0.35
O -0.15 1.41 -1.02
C 0.06 -0.05 -0.02
H -0.06 0.00 -0.04
H 0.05 -0.03 -0.01
H 0.03 -0.07 0.01
H 0.03 0.02 0.01
C 0.05 -0.13 -0.07
C -0.05 0.09 0.11
N 0.56 -0.38 -0.42
C 0.16 -0.43 -0.27
C -0.20 0.14 0.16
C -0.01 0.11 0.08
C -0.01 -0.13 -0.18
C 0.21 0.01 -0.02
C 0.13 0.28 0.34
C -0.10 0.08 -0.13
C -0.07 -0.03 -0.24
C -0.21 -0.35 0.70
N -0.55 -1.20 -0.53
C 0.01 -0.50 -0.19
H 0.01 -0.01 0.00
H -0.09 0.04 -0.04
H -0.01 -0.03 0.00
H 0.01 0.03 -0.03
H -0.06 -0.04 0.04
H -0.05 0.03 -0.01
H 0.02 -0.02 -0.04
H 0.12 0.05 0.01

Its spin multiplicity is 2. As for the expectation value of S²: 0.780. As for the electronic energy: -8609.6431 a.u. The value obtained for the lowest unoccupied orbital energy (alpha / beta) is -0.0169 / -0.0155 Eh. Its HOMO-LUMO gap (alpha / beta) is 5.71 / 6.77 eV.


ORCA calculation (the ωB97M-V functional and the def2-TZVPD basis) on C26H36As2N2O4SeSiTaTe as an isolated structure.

Element x y z (Å)
Ta -0.126832 0.802181 -0.316659
C 0.163694 1.070072 3.635676
As -0.011421 -0.204368 2.199490
C -1.555900 -1.283444 2.635593
C 1.519993 -1.368567 2.295880
C 1.586887 -2.295646 3.330336
C 2.641474 -3.197903 3.387749
C 3.624842 -3.179055 2.410203
C 3.573624 -2.243210 1.383581
C 2.526986 -1.330174 1.322117
As 2.536802 0.068399 -0.014377
C 3.593165 -0.596574 -1.486098
C 3.648324 1.444044 0.765610
H 0.195293 0.529947 4.580891
H -0.692144 1.742563 3.621567
H 1.084354 1.633930 3.501487
H -1.500808 -1.580071 3.681836
H -1.580156 -2.167026 1.999301
H -2.458677 -0.694009 2.480992
H 0.818309 -2.331518 4.093445
H 2.689224 -3.917128 4.194381
H 4.442614 -3.886126 2.449077
H 4.363709 -2.235313 0.644069
H 3.120012 -1.465852 -1.939237
H 4.584919 -0.863623 -1.126273
H 3.714800 0.198012 -2.222031
H 4.525259 0.976792 1.211103
H 3.081987 1.977024 1.526115
H 3.952613 2.140379 -0.014504
O -3.508920 1.332904 -5.305084
C -2.244172 1.100583 -5.618454
O -1.836370 1.057746 -6.737821
C -1.231799 1.017448 -4.499879
C 0.128095 0.922816 -4.759557
N 0.765901 0.845944 -3.585761
N -0.088429 0.878941 -2.554091
C -1.314144 0.981466 -3.112894
C -2.439599 1.009082 -2.148109
O -3.581967 1.206816 -2.401140
O -1.949077 0.775647 -0.898907
H -3.680937 1.424817 -4.353453
H 0.641730 0.909387 -5.709382
H 1.761352 0.790674 -3.433908
C 0.933411 6.170245 -1.281428
Si -0.049762 5.721098 0.194907
C -1.873798 5.759682 0.064210
C 0.695064 6.018871 1.838679
Se 0.279662 3.051956 0.086566
H 0.929822 7.265453 -1.344478
H 0.500106 5.790377 -2.206380
H 1.973641 5.855533 -1.198260
H -2.176563 6.812463 0.125331
H -2.359465 5.234537 0.886624
H -2.234689 5.371497 -0.887953
H 0.603490 7.093073 2.041049
H 1.755887 5.770998 1.867186
H 0.167918 5.494529 2.635668
C 0.017774 -3.629624 0.295909
Te -0.255284 -2.088831 -1.163294
C -2.359767 -2.463120 -0.966605
C -2.437285 -3.797117 -0.262603
C -3.652620 -4.475881 -0.214464
C -3.739533 -5.693236 0.438739
C -2.613713 -6.244326 1.039372
C -1.401725 -5.578045 0.986437
C -1.309914 -4.348473 0.338119
H 0.305412 -3.190653 1.246589
H 0.832303 -4.260884 -0.055356
H -2.795647 -2.486100 -1.963884
H -2.808276 -1.650346 -0.397415
H -4.527675 -4.056857 -0.695627
H -4.682968 -6.220825 0.466942
H -2.678582 -7.202956 1.535545
H -0.521823 -6.021071 1.436988

Forces on the atoms, in the same order (eV/Å):
Ta -0.11 0.67 -0.15
C -0.01 0.02 0.01
As -0.02 -0.04 -0.10
C 0.00 0.01 -0.01
C 0.08 0.04 0.00
C 0.03 0.03 0.00
C 0.00 0.00 0.01
C 0.00 -0.01 0.00
C -0.01 0.02 0.02
C -0.06 -0.01 0.06
As -0.13 0.01 -0.03
C -0.03 -0.04 -0.04
C 0.02 0.02 -0.01
H 0.01 0.01 0.01
H 0.00 0.00 0.02
H 0.00 0.01 0.01
H 0.01 -0.01 0.00
H -0.04 -0.01 0.01
H 0.01 0.01 0.02
H 0.00 -0.01 0.00
H 0.01 0.00 0.00
H 0.00 0.00 0.00
H 0.01 -0.01 0.00
H 0.01 0.00 -0.02
H 0.01 -0.01 0.00
H 0.02 0.00 0.00
H 0.01 0.00 -0.02
H 0.03 -0.01 0.02
H -0.01 0.02 0.01
O -0.05 -0.14 0.01
C 0.11 0.74 -0.03
O -0.03 -0.30 -0.02
C -0.10 -0.20 0.08
C 0.06 0.02 0.02
N -0.02 0.02 -0.05
N 0.06 -0.17 -0.05
C 0.19 -0.06 0.05
C -0.11 -0.02 -0.11
O 0.03 -0.04 0.04
O -0.05 -0.02 0.08
H -0.01 -0.12 0.01
H 0.00 0.01 0.00
H 0.00 -0.01 -0.01
C 0.05 -0.01 -0.06
Si -0.01 -0.01 0.01
C -0.07 -0.01 0.00
C 0.03 0.00 0.07
Se 0.11 -0.20 0.22
H 0.00 0.00 -0.01
H 0.01 0.01 0.00
H 0.00 0.02 -0.01
H -0.01 0.00 0.00
H -0.02 0.01 0.00
H -0.01 0.01 0.00
H 0.01 0.00 0.01
H 0.00 0.01 0.01
H 0.00 0.01 0.01
C -0.01 -0.02 -0.04
Te -0.01 -0.18 0.00
C 0.02 0.00 0.02
C 0.00 0.01 -0.02
C 0.00 -0.01 0.02
C -0.01 0.02 -0.01
C 0.01 -0.01 0.01
C -0.01 0.00 0.02
C 0.01 -0.01 -0.01
H 0.01 -0.04 -0.01
H -0.02 0.00 -0.04
H 0.02 -0.01 0.00
H -0.03 0.01 -0.02
H 0.00 0.00 0.00
H 0.00 0.00 0.00
H 0.00 0.00 0.00
H 0.00 0.00 0.00

The charge is +3. As for the electronic energy: -8909.4945 a.u. The value obtained for the lowest unoccupied orbital energy is -0.3812 Eh. Its HOMO-LUMO gap is 5.73 eV.


What is the electronic energy in the third record? -8609.6431 a.u.


What is the electronic energy in the fourth record? -8909.4945 a.u.


The lowest electronic energy belongs to which entry? C26H36As2N2O4SeSiTaTe